Model P:
16
Properties=species:S:1:pos:R:3:nbo_charge:R:1 method="wB97M-V/def2-TZVPD" lumo_energy_ha=0.1331 charge=-1 e_homo_ev=-2.77 homo_lumo_gap_ev=6.4 mol_weight_g_mol=108.186
C 2.76 -0.48 -0.38 -0.425
N 1.44 -0.17 -1.00 -0.616
C 0.39 -0.72 -0.10 -0.239
C -1.05 -0.24 -0.32 -0.523
S -2.28 -0.66 0.99 -0.725
H 2.79 -1.47 0.09 0.188
H 3.52 -0.52 -1.17 0.183
H 2.95 0.26 0.38 0.172
H 1.35 0.81 -0.76 0.331
H 0.72 -0.55 0.95 0.158
H 0.39 -1.81 -0.15 0.175
H -1.01 0.85 -0.23 0.160
H -1.45 -0.48 -1.30 0.190
H -2.98 1.97 0.55 0.465
H -3.77 1.14 1.37 0.495
O -3.76 2.08 1.08 -0.989

***

Model Q:
16
Properties=species:S:1:pos:R:3:nbo_charge:R:1 method="wB97M-V/def2-TZVPD" lumo_energy_ha=0.1212 charge=-1 e_homo_ev=-2.68 homo_lumo_gap_ev=6.0 mol_weight_g_mol=108.186
C 0.41 -1.66 -0.69 -0.655
C 0.57 -0.60 -1.78 -0.458
S 2.34 -0.69 -2.43 -0.162
H -0.03 -1.15 0.18 0.265
H -0.21 -2.51 -0.95 0.194
H 1.34 -2.00 -0.23 0.194
H 0.34 0.40 -1.44 0.276
H -0.01 -0.89 -2.65 0.197
H 2.79 0.16 -1.49 0.124
N -0.13 1.33 2.00 -0.904
C -1.50 1.41 1.27 0.152
O -1.46 0.76 0.12 -0.943
H -0.04 0.33 2.03 0.328
H -0.42 1.60 2.94 0.305
H -1.78 2.47 1.04 0.067
H -2.22 1.05 2.06 0.020

***

Model R:
16
Properties=species:S:1:pos:R:3:nbo_charge:R:1 method="wB97M-V/def2-TZVPD" lumo_energy_ha=0.1351 charge=-1 e_homo_ev=-2.69 homo_lumo_gap_ev=6.4 mol_weight_g_mol=108.186
C 1.70 0.92 1.76 -0.431
N 1.72 0.01 0.56 -0.630
C 0.46 -0.09 -0.09 -0.229
C 0.11 -1.47 -0.86 -0.526
S -1.74 -1.61 -1.11 -0.741
H 1.57 2.00 1.62 0.183
H 2.61 0.92 2.36 0.188
H 0.79 0.60 2.20 0.178
H 1.86 -0.89 0.97 0.336
H -0.28 0.22 0.73 0.146
H 0.40 0.75 -0.85 0.173
H 0.50 -2.42 -0.29 0.172
H 0.41 -1.41 -1.89 0.201
H -4.07 0.49 -1.51 0.466
H -2.61 0.73 -1.77 0.499
O -3.43 1.23 -1.82 -0.986

***

Model S:
16
Properties=species:S:1:pos:R:3:nbo_charge:R:1 method="wB97M-V/def2-TZVPD" lumo_energy_ha=0.1486 charge=-1 e_homo_ev=-2.73 homo_lumo_gap_ev=6.8 mol_weight_g_mol=108.186
C -0.59 -0.59 0.91 -0.429
C -0.16 -1.80 0.09 -0.520
S -0.57 -1.70 -1.67 -0.687
C 0.47 0.53 0.89 -0.229
N -0.05 1.90 0.97 -0.846
H -1.52 -0.14 0.53 0.199
H -0.76 -0.89 1.96 0.166
H 0.91 -1.95 0.23 0.173
H -0.59 -2.71 0.52 0.177
H 1.20 0.39 1.69 0.157
H 1.00 0.45 -0.05 0.222
H -0.80 1.93 1.66 0.330
H -0.45 2.13 0.07 0.363
H 0.17 0.30 -2.21 0.492
H 0.97 1.03 -3.27 0.450
O 0.76 1.10 -2.33 -1.019

***

Order from most stable to least stable according to the calculation: model S, model P, model R, model Q